ORCA calculation (the ωB97M-V functional and the def2-TZVPD basis) on C52H49NO22S2 as an isolated structure at a distorted geometry.

Maximum force = 0.3640 hartree/bohr
HOMO-LUMO gap = 7.00 eV
DFT total energy = -4517.054567 Eh

ORCA input file:
```
! RIJCOSX wB97M-V def2-TZVPD def2/J DEFGRID3
* xyz 0 1
C 5.166 -0.240 4.689
C 6.146 -0.544 3.515
C 6.288 0.650 2.538
C 6.156 0.268 1.065
N 4.738 0.060 0.638
C 3.987 1.327 0.715
C 2.595 1.292 0.089
C 1.826 -0.017 0.334
C 1.524 -0.146 1.835
C 0.951 -1.479 2.237
C 1.651 -2.666 2.069
C 1.131 -3.893 2.471
C -0.125 -3.928 3.049
C -0.845 -2.743 3.215
C -0.318 -1.531 2.813
C -2.189 -2.846 3.864
O -3.117 -2.155 3.532
C -2.272 -3.894 4.930
C -1.576 -5.021 4.787
C -0.754 -5.198 3.544
O -0.648 -6.259 2.981
C 4.844 -0.399 -0.710
S 5.038 0.553 -2.013
S 4.805 -2.135 -1.026
C 5.073 -3.012 0.545
C 6.231 -4.020 0.447
C 7.584 -3.440 0.873
H 4.616 0.677 4.477
H 4.429 -1.040 4.790
H 5.718 -0.164 5.624
H 5.870 -1.463 3.004
H 7.113 -0.735 3.987
H 7.315 1.010 2.661
H 5.653 1.485 2.829
H 6.688 -0.673 0.904
H 6.605 1.037 0.422
H 4.605 2.152 0.334
H 3.859 1.539 1.779
H 2.016 2.078 0.588
H 2.637 1.570 -0.964
H 0.874 0.102 -0.194
H 2.336 -0.883 -0.089
H 0.844 0.664 2.113
H 2.433 0.007 2.429
H 2.648 -2.650 1.641
H 1.703 -4.803 2.334
H -0.898 -0.624 2.954
H -2.864 -3.689 5.814
H -1.596 -5.777 5.563
H 4.167 -3.595 0.723
H 5.204 -2.317 1.370
H 6.263 -4.434 -0.565
H 5.979 -4.858 1.105
H 7.474 -2.929 1.832
H 8.282 -4.260 1.050
H 7.957 -2.768 0.099
C -3.148 3.958 1.487
C -2.633 3.440 2.610
C -2.539 1.956 2.829
O -2.039 1.560 3.872
C -3.049 1.076 1.801
C -3.568 1.591 0.675
C -3.635 3.075 0.447
O -4.098 3.464 -0.611
O -4.035 0.835 -0.298
O -2.175 4.204 3.598
H -3.219 5.023 1.318
H -2.993 0.009 1.979
H -4.343 1.445 -0.999
H -1.856 3.586 4.284
C -6.712 2.938 6.713
C -6.120 2.572 5.568
C -6.271 3.380 4.308
O -5.691 3.004 3.305
C -7.104 4.569 4.347
C -7.698 4.932 5.492
C -7.527 4.140 6.758
O -8.082 4.539 7.765
O -8.472 6.008 5.586
O -5.367 1.480 5.474
H -6.610 2.368 7.625
H -7.218 5.132 3.432
H -8.771 6.042 6.515
H -5.056 1.438 4.550
C -0.475 -0.499 -4.820
C -0.942 -1.728 -5.069
C -1.977 -2.378 -4.193
O -2.367 -3.491 -4.496
C -2.451 -1.647 -3.032
C -1.981 -0.418 -2.778
C -0.966 0.242 -3.669
O -0.595 1.367 -3.389
O -2.374 0.297 -1.730
O -0.525 -2.455 -6.105
H 0.267 -0.020 -5.445
H -3.182 -2.130 -2.399
H -1.875 1.136 -1.799
H -1.018 -3.297 -6.055
C 3.242 -2.428 -7.351
C 2.298 -2.391 -6.401
C 2.637 -2.522 -4.940
O 1.730 -2.460 -4.129
C 4.031 -2.723 -4.575
C 4.972 -2.765 -5.528
C 4.636 -2.606 -6.983
O 5.546 -2.637 -7.792
O 6.260 -2.949 -5.252
O 1.008 -2.236 -6.687
H 3.010 -2.333 -8.402
H 4.274 -2.835 -3.526
H 6.721 -2.936 -6.113
H 0.536 -2.245 -5.832
C -4.344 2.408 -5.540
C -4.791 3.151 -6.561
C -5.630 4.378 -6.339
O -5.986 5.014 -7.315
C -5.974 4.737 -4.976
C -5.531 3.997 -3.948
C -4.668 2.778 -4.173
O -4.280 2.143 -3.208
O -5.827 4.298 -2.689
O -4.527 2.856 -7.829
H -3.740 1.524 -5.690
H -6.592 5.612 -4.832
H -5.380 3.638 -2.121
H -4.965 3.550 -8.360
*
```

Atomic partial charges in e from the Mulliken method, atoms 1 to 6: C -1.382; C 0.153; C -1.295; C -0.719; N 0.890; C -1.331


ORCA calculation (the ωB97M-V functional and the def2-TZVPD basis) on C52H50AsIN8O4PSW as an isolated structure at a distorted geometry.

Maximum force = 0.0749 hartree/bohr
HOMO-LUMO gap = 3.63 eV
DFT total energy = -6089.726972 Eh

ORCA input file:
```
! RIJCOSX wB97M-V def2-TZVPD def2/J DEFGRID3
* xyz 3 1
W 0.409 0.226 -0.187
C 3.603 -1.615 2.367
C 2.773 -2.665 1.702
N 3.103 -3.933 1.836
C 2.421 -4.888 1.228
C 1.291 -4.653 0.469
C 0.666 -5.799 -0.291
O 0.958 -5.646 -1.671
C 0.840 -3.302 0.332
C -0.363 -2.954 -0.294
N -0.854 -1.696 -0.517
C -2.105 -1.707 -1.167
C -2.492 -2.709 -2.078
C -3.753 -2.745 -2.635
C -4.706 -1.796 -2.298
C -4.371 -0.788 -1.410
C -3.092 -0.757 -0.891
I -2.542 0.850 0.456
C 1.664 -2.306 0.939
O 1.324 -1.009 0.766
H 4.225 -2.058 3.138
H 2.942 -0.869 2.805
H 4.246 -1.127 1.632
H 2.811 -5.885 1.371
H -0.425 -5.799 -0.158
H 1.048 -6.745 0.100
H 1.335 -6.462 -2.014
H -1.007 -3.779 -0.562
H -1.787 -3.476 -2.363
H -4.002 -3.535 -3.327
H -5.701 -1.837 -2.709
H -5.098 -0.055 -1.095
N 0.986 1.369 4.340
C -0.231 0.847 4.646
C -0.750 0.360 3.479
N 0.130 0.575 2.459
C 1.183 1.193 3.012
C 2.340 1.507 2.227
N 2.347 1.310 0.902
C 3.607 1.621 0.488
C 4.365 2.002 1.558
N 3.552 1.935 2.648
H 1.594 1.832 4.999
H -0.623 0.834 5.642
H -1.696 -0.124 3.330
H 3.876 1.561 -0.547
H 5.392 2.292 1.630
H 3.820 2.156 3.595
O 0.852 1.514 -1.421
O -0.382 0.885 -1.690
C 0.550 8.148 0.059
C 1.193 6.817 0.039
C 2.541 6.616 -0.161
C 3.036 5.302 -0.169
N 2.251 4.261 0.060
C 0.959 4.455 0.284
S -0.090 3.200 0.696
N 0.430 5.721 0.233
C 4.479 5.050 -0.414
H 1.290 8.934 -0.058
H 0.019 8.305 0.998
H -0.185 8.238 -0.741
H 3.199 7.454 -0.311
H -0.570 5.816 0.386
H 4.972 5.960 -0.745
H 4.611 4.264 -1.153
H 4.958 4.712 0.504
C 1.381 0.118 -3.846
C 2.048 -0.334 -5.135
As 1.525 0.925 -6.617
C 1.612 2.597 -5.574
C 2.823 3.193 -5.238
C 2.836 4.287 -4.389
C 1.651 4.794 -3.881
C 0.443 4.202 -4.213
C 0.424 3.106 -5.059
C 3.155 0.972 -7.687
C 3.933 -0.174 -7.846
C 5.150 -0.093 -8.496
C 5.568 1.116 -9.038
C 4.761 2.242 -8.946
C 3.539 2.165 -8.303
P 1.846 -0.836 -2.307
C 3.634 -0.501 -2.123
C 4.339 0.494 -2.798
C 5.711 0.608 -2.631
C 6.390 -0.255 -1.786
C 5.691 -1.223 -1.080
C 4.322 -1.342 -1.244
C 1.858 -2.495 -3.084
C 0.617 -2.928 -3.549
C 0.517 -4.080 -4.304
C 1.662 -4.799 -4.613
C 2.896 -4.372 -4.152
C 3.000 -3.224 -3.385
H 0.288 0.064 -3.942
H 1.619 1.166 -3.633
H 1.745 -1.347 -5.408
H 3.136 -0.321 -5.047
H 3.753 2.810 -5.643
H 3.778 4.751 -4.135
H 1.667 5.664 -3.242
H -0.486 4.595 -3.828
H -0.519 2.645 -5.329
H 3.591 -1.123 -7.450
H 5.767 -0.973 -8.596
H 6.507 1.173 -9.566
H 5.073 3.173 -9.393
H 2.888 3.032 -8.259
H 3.834 1.187 -3.455
H 6.257 1.360 -3.180
H 7.461 -0.170 -1.685
H 6.212 -1.900 -0.419
H 3.776 -2.119 -0.722
H -0.259 -2.323 -3.345
H -0.445 -4.408 -4.669
H 1.596 -5.679 -5.232
H 3.788 -4.923 -4.406
H 3.972 -2.887 -3.059
*
```

Atomic partial charges in e from the Mulliken method, atoms 1 to 6: W -0.256; C -0.531; C 0.561; N -0.591; C -1.067; C 1.049


ORCA calculation (the ωB97M-V functional and the def2-TZVPD basis) on C52H51BiBrF3N4O4 as an isolated structure at a distorted geometry.

Maximum force = 0.0812 hartree/bohr
HOMO-LUMO gap (alpha / beta) = 6.61 / 6.61 eV
Energy above the lowest of the compared OMol25 structures with the same formula, charge and spin = 43.10 kJ/mol
DFT total energy = -5620.308842 Eh

ORCA input file:
```
! RIJCOSX wB97M-V def2-TZVPD def2/J DEFGRID3
* xyz 0 1
Bi 13.109 18.805 9.135
C 17.727 20.216 6.619
C 16.527 19.454 7.271
C 15.458 18.989 6.294
C 16.914 18.222 8.149
C 17.994 17.446 7.779
C 18.294 16.283 8.435
C 17.585 15.963 9.604
C 16.553 16.779 10.083
C 15.847 16.444 11.400
C 15.803 14.955 11.603
C 16.571 17.136 12.527
C 16.241 17.934 9.301
N 15.197 18.805 9.653
C 15.508 20.024 10.284
C 14.583 20.959 10.436
N 13.320 20.823 9.885
C 12.345 21.880 9.886
C 11.488 22.092 11.002
C 10.686 23.233 10.966
C 10.482 23.939 9.804
C 11.273 23.659 8.655
C 12.310 22.780 8.758
C 13.220 22.556 7.570
C 14.354 23.614 7.505
C 12.474 22.484 6.286
C 11.385 21.184 12.200
C 10.428 20.041 11.739
C 12.604 20.664 12.895
C 15.251 22.115 11.029
C 14.866 23.391 11.271
C 15.785 24.253 11.936
C 17.073 23.956 12.063
C 17.556 22.750 11.503
C 18.912 22.279 11.495
C 19.150 21.067 10.952
C 18.134 20.122 10.608
C 16.821 20.469 10.623
C 16.614 21.774 11.189
H 17.397 21.173 6.378
H 18.185 19.747 5.764
H 18.491 20.410 7.373
H 16.064 20.114 7.998
H 15.786 18.215 5.612
H 15.127 19.864 5.781
H 14.518 18.515 6.757
H 18.502 17.716 6.866
H 19.051 15.679 8.054
H 17.847 15.064 10.175
H 14.841 16.944 11.339
H 16.746 14.502 11.762
H 15.366 14.545 10.713
H 15.302 14.804 12.577
H 17.594 16.703 12.687
H 16.090 16.971 13.534
H 16.666 18.226 12.456
H 10.048 23.396 11.811
H 9.906 24.774 9.848
H 11.097 24.166 7.676
H 13.685 21.580 7.764
H 13.940 24.615 7.362
H 14.959 23.346 6.620
H 14.996 23.476 8.350
H 11.925 23.403 6.231
H 11.907 21.598 6.133
H 13.167 22.472 5.424
H 10.755 21.818 12.940
H 10.741 19.693 10.756
H 9.315 20.171 11.675
H 10.493 19.238 12.459
H 13.194 19.884 12.297
H 12.320 20.097 13.730
H 13.286 21.419 13.277
H 13.856 23.758 11.027
H 15.443 25.212 12.372
H 17.856 24.676 12.407
H 19.695 22.958 11.690
H 20.157 20.680 10.853
H 18.448 19.164 10.205
C 12.914 16.346 5.225
O 12.275 16.585 6.506
C 11.481 15.550 6.826
C 10.116 15.706 6.933
C 9.357 14.562 7.051
Br 7.474 14.802 7.021
C 9.914 13.329 7.244
C 11.308 13.195 7.319
C 12.063 14.334 7.160
O 13.396 14.264 7.465
C 11.889 11.825 7.470
N 11.306 10.710 7.133
C 12.211 9.671 7.391
C 12.056 8.334 7.107
C 13.067 7.511 7.530
C 14.224 8.003 8.179
C 14.398 9.401 8.476
C 13.378 10.247 7.951
N 13.156 11.594 7.997
H 12.225 16.214 4.358
H 13.618 15.447 5.291
H 13.626 17.117 5.066
H 9.697 16.696 6.715
H 9.342 12.422 7.471
H 13.524 14.901 8.235
H 11.078 8.017 6.722
H 13.007 6.436 7.319
H 14.932 7.302 8.402
H 15.267 9.726 9.008
H 13.846 12.364 8.245
F 11.574 13.977 10.535
C 11.755 15.060 11.279
F 12.695 14.740 12.215
F 10.610 15.262 11.876
C 12.297 16.285 10.488
O 12.145 17.381 11.054
O 12.983 16.052 9.468
*
```

Atomic partial charges in e from the Mulliken method, atoms 1 to 6: Bi 0.916; C -2.045; C 2.259; C -0.900; C 0.040; C -0.643


ORCA calculation (the ωB97M-V functional and the def2-TZVPD basis) on C52H51CrF3N2O6S3 as an isolated structure.

Expectation value of S² = 6.05
Maximum force = 0.0095 hartree/bohr
HOMO-LUMO gap (alpha / beta) = 3.40 / 4.28 eV
Energy above the lowest of the compared OMol25 structures with the same formula, charge and spin = 0.00 kJ/mol
DFT total energy = -5111.713405 Eh

ORCA input file:
```
! RIJCOSX wB97M-V def2-TZVPD def2/J DEFGRID3
* xyz -2 5
Cr -0.809 -0.194 -0.259
O 3.259 1.503 2.936
S 3.373 0.291 3.791
C 1.880 0.228 4.819
C 0.590 0.554 4.078
C 0.346 2.040 3.813
C -1.122 2.309 3.488
S -1.535 2.274 1.726
O -0.538 1.362 1.065
C -0.832 3.868 1.292
C -1.540 5.036 1.546
C -0.989 6.252 1.172
C 0.256 6.290 0.549
C 0.947 5.116 0.287
C 0.395 3.892 0.648
C 2.946 -1.137 2.793
C 3.108 -2.410 3.331
C 2.773 -3.512 2.564
C 2.282 -3.337 1.274
C 2.127 -2.065 0.749
C 2.471 -0.951 1.509
H 2.060 0.911 5.655
H 1.849 -0.791 5.212
H -0.235 0.162 4.679
H 0.558 0.007 3.133
H 1.002 2.389 3.014
H 0.605 2.623 4.703
H -1.450 3.301 3.811
H -1.774 1.555 3.926
H -2.515 4.994 2.019
H -1.533 7.170 1.358
H 0.681 7.242 0.256
H 1.913 5.129 -0.204
H 0.898 2.962 0.408
H 3.489 -2.537 4.339
H 2.880 -4.508 2.976
H 1.996 -4.200 0.685
H 1.702 -1.903 -0.234
H 2.328 0.045 1.109
N -1.027 -1.812 -1.379
S -0.889 -1.891 -2.989
C -0.762 -3.699 -3.182
C -0.619 -4.557 -2.103
C -0.540 -5.928 -2.325
C -0.588 -6.435 -3.615
C -0.725 -5.567 -4.693
C -0.818 -4.202 -4.476
C -2.323 -1.524 -3.824
C -2.253 -0.689 -4.979
C -3.371 -0.443 -5.730
C -4.631 -1.002 -5.380
C -4.700 -1.822 -4.238
C -3.597 -2.095 -3.467
H -1.876 -2.278 -1.038
H -0.565 -4.146 -1.103
H -0.440 -6.600 -1.481
H -0.525 -7.504 -3.783
H -0.771 -5.956 -5.703
H -0.962 -3.515 -5.302
H -1.301 -0.241 -5.246
H -3.288 0.200 -6.601
H -5.514 -0.799 -5.973
H -5.655 -2.246 -3.945
H -3.689 -2.694 -2.569
C -5.051 -0.561 0.716
C -3.677 -1.077 0.315
O -3.498 -2.288 0.157
O -2.799 -0.155 0.194
H -5.773 -1.375 0.744
H -5.373 0.204 0.008
H -4.974 -0.096 1.701
F -2.163 -3.591 3.118
C -1.027 -2.874 3.157
F -0.044 -3.658 2.696
F -0.757 -2.648 4.466
C -1.184 -1.529 2.384
O -1.879 -0.691 2.951
O -0.559 -1.501 1.295
C 0.995 0.321 -1.024
C 1.651 1.207 -1.570
C 2.288 2.277 -2.262
C 2.010 2.370 -3.683
C 1.591 1.221 -4.403
C 1.326 1.253 -5.757
C 1.433 2.435 -6.491
C 1.788 3.589 -5.804
C 2.058 3.565 -4.444
C 3.150 3.154 -1.520
C 3.977 4.170 -2.075
C 4.762 4.996 -1.287
C 4.804 4.866 0.098
C 4.061 3.830 0.666
C 3.276 3.004 -0.111
H 1.479 0.293 -3.856
H 1.024 0.336 -6.254
H 1.222 2.457 -7.553
H 1.832 4.538 -6.330
H 2.262 4.504 -3.949
H 4.042 4.287 -3.145
H 5.369 5.753 -1.776
H 5.416 5.519 0.707
H 4.092 3.650 1.735
H 2.730 2.202 0.371
C -1.513 4.350 -2.772
C -2.231 3.083 -3.255
C -1.825 2.765 -4.696
C -3.753 3.222 -3.136
C -1.800 1.987 -2.374
N -1.426 1.171 -1.669
H -1.775 5.177 -3.436
H -0.431 4.205 -2.797
H -1.805 4.610 -1.753
H -2.109 3.610 -5.328
H -2.329 1.866 -5.050
H -0.749 2.620 -4.775
H -4.083 4.047 -3.772
H -4.049 3.433 -2.107
H -4.248 2.307 -3.463
*
```

Atomic partial charges in e from the Mulliken method, atoms 1 to 6: Cr 0.110; O -0.229; S -0.134; C -1.335; C 0.849; C -0.272


Q: What is the formula in the second record?
A: C52H50AsIN8O4PSW